ORCA calculation (wB97M-V/def2-TZVPD) on a molecular structure, C5H11NO2.

The HOMO-LUMO gap comes out at 9.5 eV. The value obtained for the energy relative to the best compared isomer or geometry (same formula, charge and spin) is 426.9 kJ/mol. As for the total energy: -10944.84242 eV.

Last column: Mulliken charge in e.
CARTESIAN COORDINATES (ANGSTROEM)
C: 0.84165 0.85444 -0.02004  0.304
C: -1.05297 -1.61220 -0.00969  -0.788
C: 1.49820 0.27350 -1.24734  -1.263
C: 1.35626 0.33774 1.30009  -1.309
N: -1.33672 -0.21089 0.17822  0.054
C: -0.99842 0.90614 -0.33445  0.539
O: -3.06878 -0.18924 0.16517  -0.549
O: -1.49953 1.95355 -0.60123  -0.555
H: -3.25005 0.70869 0.49946  0.288
H: 0.89551 1.94405 -0.03389  0.343
H: -1.93524 -2.14179 -0.36101  0.329
H: -0.25960 -1.84050 -0.72241  0.287
H: -0.77036 -2.02312 0.95415  0.302
H: 1.01771 0.62275 -2.16046  0.330
H: 1.48866 -0.81620 -1.23448  0.253
H: 2.54589 0.58962 -1.28552  0.398
H: 2.40353 0.63327 1.41965  0.413
H: 0.79567 0.75978 2.13242  0.333
H: 1.32856 -0.74959 1.36137  0.289

Forces on atoms 1 to 6 (eV/Å):
-2.268 0.908 -1.281
0.653 -0.442 0.149
0.370 0.133 0.015
-0.265 -0.120 -0.025
-6.327 -1.592 0.504
5.800 1.168 0.842